Entry 1:
{"formula": "C51H150N24O17P8", "method": "the ωB97M-V functional and the def2-TZVPD basis", "homo_ev": -7.781, "smiles": "CN(C)P(=O)(N(C)C)N(C)C.CN(C)P(=O)(N(C)C)N(C)C.CN(C)P(=O)(N(C)C)N(C)C.CN(C)P(=O)(N(C)C)N(C)C.CN(C)P(=O)(N(C)C)N(C)C.CN(C)P(=O)(N(C)C)N(C)C.CN(C)P(=O)(N(C)C)N(C)C.CCOP(=O)(OCC)OCC.C[N+](=O)[O-].C[N+](=O)[O-].C[N+](=O)[O-]", "total_charge": 0, "elements": ["H", "H", "H", "H", "N", "H", "H", "C", "H", "C", "H", "C", "C", "O", "H", "H", "H", "H", "H", "H", "H", "C", "H", "C", "O", "N", "H", "H", "H", "H", "N", "H", "C", "H", "H", "H", "O", "P", "C", "O", "H", "C", "H", "H", "H", "C", "H", "H", "H", "C", "C", "H", "H", "C", "H", "C", "H", "P", "N", "H", "O", "H", "C", "O", "P", "H", "N", "C", "H", "H", "H", "C", "N", "C", "H", "H", "N", "N", "C", "H", "C", "H", "H", "H", "C", "C", "H", "H", "N", "C", "H", "H", "P", "C", "H", "H", "H", "H", "C", "C", "P", "C", "H", "C", "N", "H", "H", "H", "H", "H", "H", "H", "H", "H", "N", "H", "P", "H", "H", "H", "H", "O", "O", "H", "C", "C", "O", "C", "N", "H", "H", "H", "C", "H", "H", "H", "H", "O", "N", "H", "N", "H", "C", "H", "H", "H", "H", "O", "O", "H", "H", "H", "H", "C", "N", "C", "H", "N", "H", "H", "H", "H", "H", "C", "H", "C", "C", "H", "H", "C", "C", "C", "C", "H", "H", "N", "H", "H", "H", "N", "N", "N", "H", "H", "H", "H", "N", "H", "H", "O", "C", "O", "C", "H", "H", "H", "C", "H", "H", "H", "H", "C", "C", "H", "O", "N", "N", "H", "H", "H", "H", "H", "H", "H", "H", "H", "H", "C", "N", "O", "P", "H", "H", "C", "H", "H", "H", "H", "H", "H", "H", "H", "H", "H", "C", "H", "H", "P", "H", "H", "H", "C", "H", "H", "H", "H", "H", "H", "O", "H"], "coordinates": [[-0.51099, 1.41787, -7.66211], [2.55495, 1.51347, -0.67749], [-3.38446, -3.46193, 3.66351], [-4.68962, -7.45668, -0.95972], [3.25388, 3.00769, 0.66867], [-4.56495, -0.15025, 4.20703], [-4.15255, -9.14943, -1.27348], [2.62560, -4.54020, -0.63920], [-0.52074, 5.78660, -7.05321], [6.59797, -4.80453, 0.44176], [-0.29260, -8.13476, 2.67556], [1.27161, 8.16483, -3.01384], [2.43017, 1.78618, -6.59739], [-2.29032, 5.79120, 3.27627], [7.98458, -2.32413, 5.09023], [6.43708, 0.55915, 0.15967], [0.69085, 6.21244, 1.88961], [-1.52689, -9.08956, 3.56731], [3.00405, 1.67031, -5.67796], [-0.52903, 8.80152, -4.94577], [1.23491, 5.82370, -6.47884], [5.94952, -3.83107, 4.46307], [0.12195, 2.77456, -6.81680], [5.19067, 3.79229, 2.85357], [-0.58388, -4.93149, 5.67241], [2.27282, 5.45362, 0.75224], [-1.77473, 6.65049, 1.52700], [-2.48096, 1.15555, 3.55191], [-2.06256, 1.37153, 1.87287], [-2.40318, -8.65842, -4.34178], [-5.13025, -5.62705, -3.21714], [7.89379, -2.42335, -0.74902], [-2.90508, -4.16341, 2.98069], [1.75922, -4.65605, 4.42598], [4.44272, 6.52456, 3.76019], [-3.50276, 6.13986, 1.46375], [-2.72426, -5.90706, -4.60672], [5.86401, -2.57542, 1.97001], [2.78665, -2.67334, -5.24841], [-1.05919, -1.98595, 0.46933], [1.57582, 1.82870, 1.10447], [-3.11526, 8.05894, 2.47488], [-5.61102, 4.89374, 5.67736], [-3.13192, 8.81483, 1.68974], [-6.07312, 3.17108, 1.93158], [-3.64539, -5.86034, 4.50421], [-1.82394, -3.93348, -3.45416], [2.18030, -3.31831, -4.61246], [0.61424, 3.62274, 4.64072], [1.73887, 5.95419, 2.04145], [1.56991, -5.13274, 3.46419], [-1.92898, -2.03307, -5.35033], [2.15953, -1.55591, 0.63272], [-3.31208, -8.77000, -3.75054], [-0.93338, -6.23585, 1.58339], [-2.63786, 0.68672, -0.71422], [0.07407, 8.43742, -6.38794], [-5.01615, 0.85494, 0.76509], [-0.05264, -1.49977, -6.52999], [-5.82500, -6.88341, -4.75311], [-3.35528, 6.67847, 5.62337], [1.71506, 5.19616, 2.82434], [-3.88335, -8.09432, -1.32227], [-4.64484, 5.13431, 3.87351], [-0.70860, 6.21867, -3.71226], [-6.01342, 3.64558, 4.51973], [-4.06208, 0.70676, 2.21302], [6.05664, 0.14475, 2.74713], [-0.28314, 8.94694, -1.20896], [-3.01877, -9.71976, -3.30329], [6.18414, -0.16565, 3.78419], [0.18102, 5.71652, -6.22212], [2.40169, -1.27896, -5.36690], [1.65826, 4.65402, -3.61004], [0.91971, -2.43239, 1.62316], [2.76022, 7.25917, 0.07444], [-0.69915, -7.31142, 4.50860], [-5.08241, 2.54461, 0.26731], [-0.21230, 3.75273, -2.47084], [2.99796, -3.05999, -6.24539], [-0.45423, 3.56202, 4.43385], [-0.47590, -1.70269, -4.41852], [5.96426, 6.11496, 2.99686], [1.85569, 3.76926, -4.21529], [3.03031, 2.49291, -0.73080], [-2.71011, 6.56430, 2.07993], [-5.87195, 4.47437, 0.66733], [-3.12529, -4.03620, -0.30090], [0.16869, -5.33323, 3.06638], [-6.12733, -6.60959, -3.74231], [-4.56692, -5.35186, 4.22079], [-0.26374, -4.73889, 1.12553], [-3.39566, -6.10848, -3.26778], [8.17963, -2.95211, 0.16027], [-0.06854, 2.81525, -3.00802], [-1.83432, -3.19215, -1.89843], [8.60707, -2.20462, 0.82859], [-3.60391, -1.47506, -1.69975], [-1.74127, -4.15997, -2.39115], [0.03021, -8.01374, 5.51528], [-3.22580, 5.60567, 4.55093], [-5.72895, 4.69372, 4.61237], [-0.32733, -1.96257, -8.60072], [7.96060, -2.70427, 4.06894], [6.24855, -0.84621, 1.67250], [1.09016, 9.09718, -3.54854], [-2.45520, 1.75900, -0.78464], [-3.22176, 2.51100, 2.73532], [-1.71188, 8.56651, -2.25519], [3.02023, 1.61051, -7.49687], [2.29737, 4.53988, -2.73447], [-6.41598, -4.00526, -2.57788], [2.15268, 2.92930, 2.43461], [-7.07795, -6.09200, -3.87083], [1.18719, 0.90752, -6.63928], [-2.02976, -7.63074, 2.78765], [1.49677, -0.83147, -6.78256], [-1.19376, 7.35109, -1.16416], [1.40016, -1.20896, -3.57330], [-3.53830, -6.93988, 4.39826], [-4.24954, -1.85004, -0.16324], [4.47800, -3.02075, 1.81499], [3.98621, -3.91275, -2.35263], [-0.35405, -0.89418, 5.63776], [-1.18452, -8.08972, 3.30050], [2.14067, -0.60950, -4.10282], [4.67922, 5.15305, -0.34762], [-5.53120, -4.28081, -3.15175], [3.45672, -3.54871, -1.35219], [-1.69339, 7.90993, -5.97965], [3.08501, -0.57850, -3.55937], [6.07794, -1.11942, -0.27137], [-0.03319, 1.69967, -6.72381], [-6.18180, -7.43052, -3.02731], [4.80320, -0.03391, 0.28397], [2.72879, -4.45544, 0.44259], [7.25561, -5.44488, 1.02960], [1.14258, 0.05592, 3.79794], [-3.43291, -7.71323, -2.70446], [-6.79962, 6.74548, 4.63607], [4.41446, 4.86293, 2.29358], [2.95021, 1.46154, 2.18498], [-5.01470, 2.83707, -1.18691], [-0.71774, 4.03024, 3.48546], [0.70782, -2.28330, 5.89652], [-7.92902, 5.45053, 4.69765], [1.68128, 8.41986, -2.03648], [-2.16772, 5.98019, -3.56192], [2.57254, -1.06614, 4.97836], [1.17925, 7.16633, -0.28022], [-4.05284, 8.10630, 3.02877], [-0.77020, -4.48081, -2.01408], [-3.74931, -5.70493, 5.57805], [-0.99458, -1.47183, -5.34898], [-2.52426, -5.25129, 3.82082], [4.89529, 6.22553, 2.81475], [1.91597, 7.38752, -3.42454], [0.26517, 4.80577, -3.25765], [-0.29669, -9.04815, 5.62123], [-4.16787, 2.39860, -1.71483], [-4.14998, -8.96715, -4.41923], [0.17013, 3.70125, -1.45143], [6.31062, -3.48854, 5.43281], [-0.81824, 8.17825, -1.76655], [4.75153, 2.81979, 2.63112], [5.84602, -0.31641, 0.42826], [0.29822, -1.61258, 5.14124], [-2.07206, 0.30461, 0.13546], [3.63930, -2.56773, -4.57763], [-4.31399, -1.10773, -0.95883], [2.05005, 6.51076, -0.27720], [-4.39661, -0.46897, 3.17835], [-2.87409, 1.48804, 2.59117], [2.50156, 3.13273, -1.43731], [0.21594, -7.36061, 6.36795], [-0.01439, 7.46937, -2.66873], [-5.28586, -1.06861, -1.45080], [-7.04738, 3.04909, 0.58785], [-3.54087, -1.12150, 3.35152], [-2.72079, -5.13373, -2.00979], [0.06233, -1.68671, 0.01438], [6.91979, -3.44570, 0.86785], [2.51614, 6.19276, -1.20980], [2.14513, -4.58190, 2.72002], [6.25369, 3.85383, 2.62051], [3.05271, -5.47602, -0.99963], [-0.20241, 6.66828, -5.20099], [8.60253, -3.58518, 4.07336], [-4.96907, 3.92081, -1.29434], [-2.70247, 4.22324, 5.14828], [-6.97548, 5.73932, 4.25555], [-6.33729, 0.20121, 0.74247], [-0.02483, -5.64252, 1.68630], [-5.87132, 2.38491, -1.68677], [-2.33618, -5.60915, -0.10291], [2.27816, 6.88145, 2.23498], [-1.35104, 4.09010, 5.60416], [-1.42521, -2.91179, -7.48392], [-2.25596, 0.22079, -1.62261], [0.10682, 4.70702, -5.81775], [2.09794, 5.52635, -4.09358], [1.15513, -1.53215, 1.05547], [-0.49103, -2.36231, -7.59997], [1.85736, 0.43035, -4.26569], [0.23751, -1.43254, -1.13591], [-3.99477, 0.22477, -0.39434], [6.62770, -2.94631, 3.51435], [6.79547, 0.92879, 2.58136], [-2.10441, -3.56096, 2.55165], [8.80687, -3.83327, 0.02529], [-5.30470, -1.05346, 3.03047], [4.80714, 7.04442, 2.10079], [-0.88053, 4.98759, 6.00567], [5.06072, 0.58757, 2.76038], [6.81756, -4.97077, -0.61288], [-4.02855, -5.64913, -0.34135], [1.94381, -6.15045, 3.57627], [-3.14004, -5.07997, -0.61464], [1.45332, -0.76646, 4.61997], [3.50304, -2.46984, -0.81890], [3.77320, 4.59695, 0.72977], [1.58462, -4.45581, -0.95119], [3.93588, 2.43054, -1.33424], [-0.64781, 8.01377, -5.68971], [-0.14412, -2.11489, 4.28093], [-5.96055, -3.98974, -4.11042], [0.96323, -0.61716, 1.61590], [-0.66625, 1.37678, -5.89733], [-2.35759, 8.48632, 3.13167], [-1.28983, -0.42906, -5.23252], [-0.67433, 2.49869, 4.33902], [-7.00359, 5.88061, 3.17512], [8.48384, -1.93728, 3.49793], [0.34893, -3.05339, -7.52937], [-6.06240, 3.42056, 0.87057], [-3.68984, -4.40476, 2.26374], [-1.30519, 3.28588, 6.33847], [-0.87596, -5.61590, 4.35365], [6.14592, -4.88585, 4.27079], [5.11059, 3.79680, 3.94060], [2.06473, 2.81070, -6.66738], [2.43294, 2.24617, 1.63280], [-1.27511, 3.86457, -2.25627], [5.58584, -5.13858, 0.67002], [-2.93831, -7.96218, -0.79544], [4.90577, -3.54212, 4.33976], [1.02675, -8.26497, 5.15209], [-4.71615, -3.56400, -3.05195], [2.11741, -1.22438, -8.02904], [0.78280, -6.17770, 1.18691]], "mulliken_charge": [0.3140, 0.8005, 0.7548, 0.3055, 0.8807, 0.5092, 0.4084, -0.3958, 0.4361, -1.0762, 0.3085, -1.1341, -0.9860, 0.0556, 0.4361, 0.4115, 0.0285, 0.3995, 0.2453, 0.3163, 0.3555, -0.9453, 0.3255, -0.7457, -0.9024, 0.6136, -0.1485, 0.5190, 0.1200, 0.3363, 0.2572, 0.2638, -1.2549, 0.3770, 0.2908, 0.0622, -0.8418, 0.0828, -1.0203, -0.1745, 0.7135, -1.2318, 0.4268, 0.4150, 0.0615, -1.1604, 0.4645, 0.1901, 0.4857, -0.7735, -1.3495, 0.4286, -0.6144, -1.1171, 0.0255, -0.9461, 0.3896, 0.0127, 0.4027, 0.2981, -0.7697, 0.1889, -1.0851, 0.1002, 0.2503, 0.3421, 0.6353, -0.7047, 0.4076, 0.4488, 0.4154, -0.7045, 0.2939, -0.6817, -0.3059, 0.5125, 0.1771, 0.5365, -1.3813, 0.4044, -0.0855, 0.0111, 0.4048, 0.0026, -0.6967, 0.4103, 0.4056, 0.1104, 0.9963, -1.1161, 0.4324, -0.0195, 0.4905, -1.0862, 0.2590, -0.0397, 0.2998, 0.1220, -1.0697, -0.9720, 0.3898, -0.4351, 0.2860, -1.2505, 0.1275, 0.3674, 0.4956, -0.0931, 0.2500, 0.3292, -0.1186, 0.3908, 0.1881, 0.4844, 0.1667, 0.2056, 0.1961, 0.4335, 0.1843, 0.3441, 0.2914, -0.3355, -0.6154, 0.2859, -1.0811, -0.3511, -0.9059, -1.0051, 0.8363, 0.3547, 0.4331, 0.1416, -0.7837, 0.2475, 0.1277, -0.0345, 0.3520, -0.3348, 0.1658, 0.3473, 0.4115, -0.1876, -1.0341, 0.0813, 0.3421, 0.4034, 0.5097, -0.9484, -0.5719, 0.3627, 0.2624, 0.2525, 0.3191, -0.5568, 0.3968, -1.0902, 0.1389, 0.8699, 0.2835, 0.2160, 0.3034, 0.2406, 0.3772, -1.5164, -0.2146, -0.7455, -0.7792, -0.5386, 0.4185, -0.9386, -1.3598, -1.1903, -0.7904, -0.7326, 0.3160, 0.8878, 0.4464, 0.3332, 0.2310, 0.5814, 0.6965, 0.3124, 0.2965, 0.2444, 0.3720, 0.6206, 0.5045, 0.3671, 0.4744, -0.2823, -1.2009, -0.9230, -0.7592, 0.2871, 0.4654, 0.4014, -0.8564, 0.3224, 0.6350, -0.1129, 0.4452, 0.9896, -1.0432, -0.4460, -0.0698, 0.5966, 0.4240, 0.4067, 0.0255, 0.4799, 0.4063, 0.3198, 0.3494, -0.2027, 0.4202, 0.3035, 0.4350, -1.1239, 0.8702, -0.3488, 0.0443, -0.1434, 0.2757, -1.1887, 0.2052, 0.5451, -0.2406, 0.1115, 0.3833, 0.1418, -0.1412, 0.2588, 0.3531, 0.3619, -0.9426, 0.2731, 0.3622, 0.5050, 0.2172, 0.5091, 0.3695, -0.9128, 0.4495, 0.1417, 0.3637, 0.2086, 0.3423, 0.0013, -0.7982, 0.3231]}



Entry 2:
{"formula": "C14H26N4O6S", "method": "the ωB97M-V functional and the def2-TZVPD basis", "relative_energy_kj_mol": 1551.2, "homo_ev": -5.699, "total_charge": 0, "elements": ["H", "N", "N", "H", "C", "H", "C", "H", "H", "H", "C", "H", "C", "C", "H", "C", "H", "C", "H", "H", "C", "H", "H", "H", "H", "C", "O", "N", "H", "H", "C", "H", "H", "O", "S", "O", "H", "N", "H", "H", "O", "C", "H", "H", "C", "C", "C", "O", "H", "O", "H"], "coordinates": [[0.40305, 4.77606, 4.22913], [0.20552, 1.65288, 3.34169], [-6.22884, -1.22018, -0.31595], [-0.08043, -0.32638, -2.49429], [0.06599, 3.92514, 4.82445], [1.06907, 0.95961, -0.40036], [4.67449, 1.08427, -4.61945], [-3.38314, -1.38338, 0.56736], [-6.82855, 1.87666, 0.43721], [-3.80962, -1.14925, -1.24602], [3.29048, 0.57960, -0.28751], [1.93255, 1.06640, -2.13247], [0.26309, -1.17215, -1.76877], [0.14330, 2.66433, 4.00425], [3.17247, 1.11972, 0.72212], [3.01611, -2.87071, 0.67954], [1.89017, -2.79225, 0.93637], [-6.74809, -0.24101, 0.14221], [3.55766, -3.74839, 1.18755], [-1.17566, -3.24698, 0.36877], [3.27508, 0.54784, -4.76257], [5.04399, 0.89350, -3.60970], [0.29331, -2.13901, -2.42700], [-1.91863, 0.37897, -1.59161], [4.66624, -1.64613, 1.62151], [-0.74401, -1.42124, -0.52520], [-1.38344, 0.88344, 0.40192], [-1.41954, -2.77955, -0.53134], [3.06779, -2.94467, -0.48664], [-0.96392, 4.09999, 5.14435], [-7.39892, 0.98868, 0.71745], [-7.43295, 0.91619, 1.80635], [-3.98569, 0.30845, 0.00404], [0.33508, 0.55263, 2.72797], [-0.92203, -0.03900, 1.78864], [-0.23888, -1.34135, 0.85375], [5.33503, 0.59587, -5.33864], [2.15221, 0.11580, -4.88429], [3.03128, -0.79034, 1.76562], [4.68062, 2.16048, -4.80379], [-2.11237, -0.40871, 2.68449], [-3.37457, -0.61722, -0.30876], [3.97942, 1.26738, -0.93831], [-8.41706, 1.08383, 0.33474], [3.68583, -1.40934, 1.02686], [1.85994, 0.51345, -1.10913], [-1.81521, -0.15632, -0.56765], [1.63959, -0.89437, -1.39841], [0.70259, 3.83307, 5.70721], [3.95088, -0.71088, -0.22179], [-1.00131, -3.39549, -1.25589]], "mulliken_charge": [0.2732, -0.1971, -0.4392, 0.3187, -0.8798, 0.0152, -0.7315, 0.2356, 0.2691, 0.3846, -0.5298, 0.3084, -1.1017, 0.4847, 0.3028, -0.4797, -0.0403, 0.4439, 0.3511, 0.2957, 0.4368, 0.2085, 0.1940, 0.2824, 0.2929, 1.3114, -0.4679, -0.5814, 0.1152, 0.2733, -0.7941, 0.2617, 0.0765, 0.0048, 0.7315, -0.4833, 0.3106, -0.4500, 0.0318, 0.2736, -0.6078, -1.0264, 0.2534, 0.3047, -0.0783, -0.0520, -0.1115, -0.2036, 0.2821, -0.4103, 0.3376]}



Entry 3:
{"formula": "C3H10NO2P", "method": "the ωB97M-V functional and the def2-TZVPD basis", "relative_energy_kj_mol": 295.0, "homo_ev": -9.200, "total_charge": 0, "elements": ["H", "H", "C", "O", "C", "H", "P", "H", "H", "C", "N", "H", "H", "H", "O", "H", "H"], "coordinates": [[-2.32736, -0.93069, -0.92664], [-1.76157, 1.49155, 0.84015], [-1.40961, -1.25185, -1.42506], [0.62350, -2.20755, 0.64964], [2.22998, 0.02365, 0.11302], [-0.40512, 0.55069, -1.25093], [0.62279, -0.80997, 0.27020], [2.13701, 1.02728, -0.28483], [2.67771, 0.05350, 1.10143], [-0.80656, 1.63745, 1.37254], [-0.26285, -0.43236, -1.07387], [-0.11451, 2.16372, 0.69271], [-1.55888, -1.21518, -2.50533], [-1.19188, -2.27527, -1.12671], [-0.29222, 0.46710, 1.87623], [2.83638, -0.59515, -0.54402], [-0.99682, 2.30309, 2.22145]], "mulliken_charge": [0.2849, 0.1851, -0.8585, -0.6141, -0.8687, 0.2969, 0.8752, 0.3140, 0.2972, -0.5415, -0.2251, 0.2152, 0.3103, 0.3254, -0.6018, 0.3397, 0.2659]}



Number 1: frontier orbital gap 7.640 eV. Number 2: frontier orbital gap 5.897 eV. Number 3: frontier orbital gap 9.749 eV.